(1)
Formula: C8H18CrO5
Source: the Open Molecules 2025 dataset
Level of theory: ωB97M-V/def2-TZVPD

The geometry in XYZ format:
```
32
Properties=species:S:1:pos:R:3:mulliken_spin:R:1
Cr 0.05 0.11 -0.15 1.038
C -0.07 -2.54 -1.11 0.000
C 1.27 -2.55 -0.38 0.000
O 1.54 -1.20 0.13 -0.020
C 2.02 -1.11 1.51 0.001
C 1.62 0.24 2.03 0.005
O 0.18 0.33 1.80 -0.010
C -0.42 1.65 1.95 0.000
C -1.86 1.48 1.50 0.000
O -1.80 0.77 0.22 -0.025
C -2.83 -0.26 0.00 0.002
C -2.24 -1.31 -0.92 0.000
O -0.90 -1.57 -0.40 -0.003
H 0.02 -2.23 -2.15 0.001
H -0.53 -3.53 -1.07 -0.001
H 1.25 -3.24 0.46 0.000
H 2.07 -2.85 -1.05 -0.001
H 1.55 -1.90 2.10 0.000
H 3.10 -1.24 1.54 -0.001
H 1.86 0.33 3.09 -0.002
H 2.13 1.05 1.49 -0.002
H -0.36 2.01 2.97 0.002
H 0.12 2.37 1.31 -0.001
H -2.43 0.90 2.22 0.000
H -2.34 2.45 1.36 -0.001
H -3.10 -0.70 0.96 -0.001
H -3.71 0.19 -0.45 -0.002
H -2.85 -2.21 -0.89 0.000
H -2.17 -0.97 -1.96 0.000
O 0.30 0.52 -2.22 0.024
H -0.29 1.09 -2.75 -0.001
H 1.16 0.56 -2.68 -0.001
```

Values from the calculation:
- gap between HOMO and LUMO (alpha / beta) (eV) = 8.62 / 9.27
- multiplicity = 2
- expectation value of S² = 0.76
- HOMO (alpha / beta) (eV) = -23.1 / -23.1
- lowest unoccupied orbital energy (alpha / beta) (Eh) = -0.532 / -0.509
- energy (hartree) = -1735.089082
- total charge = +3

***

(2)
Formula: C8H18F5IrN4O
Source: the Open Molecules 2025 dataset
Level of theory: ωB97M-V/def2-TZVPD

The geometry in XYZ format:
```
37
Properties=species:S:1:pos:R:3:mulliken_spin:R:1
Ir 1.01 0.21 -0.05 -0.135
N 2.01 -0.01 1.90 0.027
C 0.55 -0.33 2.31 0.010
C -0.65 0.05 1.32 -0.008
N -0.96 -0.80 0.07 -0.008
C -2.13 -0.35 -0.66 0.000
C -1.57 -0.06 -2.06 0.000
N -0.19 0.41 -1.85 -0.002
C -0.94 -2.26 0.33 -0.002
C 0.46 -2.91 0.56 -0.002
N 1.52 -1.92 0.23 -0.013
H 2.57 -0.63 2.44 0.000
H 1.90 0.96 2.18 -0.004
H 0.36 0.26 3.21 0.001
H 0.47 -1.35 2.67 0.001
H -0.50 1.13 0.99 0.000
H -1.54 0.05 1.96 0.001
H -2.55 0.56 -0.22 0.000
H -2.93 -1.10 -0.70 0.000
H -2.16 0.69 -2.58 0.000
H -1.56 -0.97 -2.66 0.000
H -0.09 1.40 -2.20 -0.010
H 0.43 -0.03 -2.54 0.002
H -1.34 -2.76 -0.55 0.000
H -1.61 -2.49 1.16 0.001
H 0.56 -3.79 -0.07 -0.001
H 0.55 -3.24 1.59 0.000
H 1.21 -1.86 -0.99 0.001
H 2.42 -2.06 -0.23 0.002
O 2.41 1.44 0.32 0.909
F 2.10 3.16 -0.93 0.013
C 1.01 2.46 -1.09 0.206
F 0.84 2.33 -2.49 0.010
C -0.14 3.27 -0.48 -0.004
F 0.05 3.41 0.83 0.000
F -1.33 2.65 -0.67 0.000
F -0.23 4.49 -1.03 0.006
```

Values from the calculation:
- relative energy (zero: lowest compared OMol25 entry of this formula, charge and spin) (kcal per mole) = 274.5
- gap between HOMO and LUMO (alpha / beta) (eV) = 7.79 / 7.46
- multiplicity = 2
- expectation value of S² = 0.78
- HOMO (alpha / beta) (eV) = -11.1 / -10.9
- lowest unoccupied orbital energy (alpha / beta) (Eh) = -0.122 / -0.127
- energy (hartree) = -1212.927360
- total charge = +1